No. 1
80
Properties=species:S:1:pos:R:3 method="wB97M-V/def2-TZVPD" lumo_energy_ev=2.436 homo_energy_ev=-0.964 de_lowest_ev=1.335 homo_lumo_gap_ev=3.400 total_energy_ev=-90844.3548 charge=-2
K -0.6875 -0.6288 0.1870
S -2.7005 0.3498 5.4002
O 3.2697 6.5109 -1.2317
O -2.6648 0.6204 -0.6844
O 0.6966 -2.1326 -2.9936
O -0.1619 -3.8116 -4.2541
O -4.7983 0.5468 -1.5843
O 1.3782 -2.2571 0.1526
O 2.8068 5.5381 -3.1844
N -2.0265 -1.2536 -2.7060
N 0.7087 1.6026 1.2737
N -2.9058 0.1566 2.7678
N 0.5849 1.2573 -1.3436
N 2.9205 5.5500 -1.9375
C 0.5430 0.9754 -2.6367
C 2.3431 3.5733 2.3804
C -3.5703 0.2339 -1.5351
C -2.5538 -0.4737 3.8411
C -1.6392 -2.1252 -3.6162
C 2.2318 3.4594 1.0118
C -1.2379 -2.2121 2.6949
C -0.7427 -3.4863 2.5077
C -4.4177 3.7973 3.9864
C -3.8342 -1.8877 -4.6605
C -1.2809 -4.5332 3.2586
C 1.0434 1.8874 -3.6060
C 5.8692 -1.3744 -1.8536
C -2.5011 -2.9528 4.5876
C 2.8576 4.3948 0.1325
C -2.5447 -2.4599 -4.7132
C 1.3569 2.4652 0.4971
C -3.4300 1.3663 3.1046
C 1.8158 3.2938 -1.8349
C -3.4555 1.6784 4.5037
C -3.9589 2.8798 4.9478
C 5.2636 -2.3325 -2.6448
C 1.7308 2.9953 -3.2089
C 2.5596 4.3630 -1.1996
C 4.0735 -2.8606 -2.1916
C 0.8646 1.7415 2.5775
C -2.1557 -4.2277 4.2903
C 1.7475 -4.3151 -1.0462
C -2.0906 -1.9004 3.7223
C -0.2604 -2.7402 -3.6000
C 2.1270 -2.9267 -0.5544
C -3.1744 -0.6628 -2.6722
C 1.2384 2.3517 -0.9235
C 1.5529 2.8167 3.1841
C 4.1847 -1.5543 -0.1278
C -3.8643 2.2734 2.0986
C 3.4910 -2.4443 -0.9765
C 5.3329 -0.9742 -0.6291
C -4.3667 3.4949 2.6027
C -4.1650 -1.0177 -3.6337
H -3.0999 -2.7805 5.4541
H 2.5101 -5.0405 -0.7275
H 3.4686 -3.4781 -2.8491
H -4.7434 4.7550 4.3367
H -5.1558 -0.5002 -3.5550
H 2.0944 3.7456 -3.8804
H 3.5448 5.1780 0.5236
H -4.6343 4.2457 1.8881
H 0.7502 -4.6020 -0.6115
H 1.5271 3.0190 4.2471
H 3.7942 -1.2551 0.8495
H -3.8620 1.9271 1.0327
H 5.8335 -0.2332 -0.0188
H 0.4452 0.9807 3.2176
H 6.8327 -0.9552 -2.1294
H 1.6584 -4.2913 -2.1543
H -2.2728 -3.1212 -5.5150
H -2.5513 -5.0542 4.8907
H 1.0701 1.5541 -4.6537
H 3.1559 4.2093 2.8164
H 5.7607 -2.6529 -3.5642
H -4.0069 3.1273 6.0249
H 0.1529 0.0080 -2.9117
H -1.0133 -5.5952 3.1137
H -4.5556 -2.1514 -5.3929
H -0.1067 -3.6670 1.6415

=====

No. 2
86
Properties=species:S:1:pos:R:3 method="wB97M-V/def2-TZVPD" lumo_energy_ev="4.110 / 4.110" homo_energy_ev="-0.774 / -0.772" de_lowest_ev=0.732 homo_lumo_gap_ev="4.884 / 4.882" total_energy_ev=-159101.3676 charge=-2
Pd 0.0739 -0.0639 0.0820
Ge -1.9776 -1.9035 -1.0287
Cl 2.9556 0.4756 -0.6574
P -0.7016 2.0508 -0.2874
F 0.4680 -1.3858 1.5407
F -2.9990 3.4464 5.9231
F -6.6497 2.6694 -3.3936
F 3.6883 5.9087 -3.6952
F -2.0342 5.3259 5.4874
F 4.7652 5.5854 -1.8539
F -0.8827 3.6704 6.2672
F 3.3698 7.2185 -2.0046
F -6.8686 4.2368 -1.9317
F -5.9060 4.6523 -3.8223
O 2.1954 0.6060 -1.8844
O 3.0044 -0.9048 -0.2603
O 4.2889 0.9950 -0.8579
O 2.2917 1.2683 0.3916
C -3.4743 2.1047 -0.5916
C -2.3027 3.4868 -2.1660
C -3.5101 3.8649 -2.7454
C -0.2990 -2.2536 -3.4748
C -1.5944 3.5216 4.0129
C 0.2076 -1.8671 -4.7120
C -1.8962 -4.7140 -0.0050
C -0.9373 2.3181 3.8093
C -2.0202 4.2825 2.9321
C -4.6949 3.3521 -2.2463
C 3.5621 5.9237 -2.3541
C -2.2636 2.5832 -1.1096
C 2.4578 5.0393 -1.8640
C -4.6795 2.4820 -1.1641
C -1.8713 3.9881 5.4102
C -1.1615 -3.6352 -0.4979
C -1.0428 -1.3744 -2.6918
C 0.8624 -4.8741 0.0084
C 0.9943 4.3683 -0.0852
C -6.0142 3.7271 -2.8484
C -1.0686 2.6451 1.4257
C -0.7800 0.2993 -4.4337
C -6.3864 -2.5651 -2.8118
C 0.9679 3.1889 -2.1688
C -1.8858 -0.4890 0.2212
C -0.0398 -0.5931 -5.2005
C 0.2327 -3.7301 -0.4610
C -0.6808 1.8734 2.5179
C -5.9391 -1.3111 -2.4168
C -4.6640 -1.1646 -1.8852
C 1.9554 4.0246 -2.6642
C -1.7579 3.8365 1.6468
C 1.9858 5.2059 -0.5702
C -1.2682 -0.0923 -3.1964
C 0.4575 3.3617 -0.8834
C 0.1121 -5.9481 0.4708
C -5.5428 -3.6608 -2.6845
C -4.2638 -3.5012 -2.1617
C -1.2728 -5.8614 0.4747
C -3.8031 -2.2533 -1.7374
H 2.3435 3.8735 -3.6620
H 0.3274 -0.3014 -6.1781
H -5.8812 -4.6427 -2.9981
H -2.0857 4.4307 0.8014
H -3.4371 1.4141 0.2402
H -1.3856 3.9034 -2.5585
H -1.8675 -6.6820 0.8626
H -7.3821 -2.6865 -3.2239
H 0.8446 -2.8865 -0.7638
H -2.9798 -4.6583 0.0229
H -0.1674 0.9287 2.3591
H -5.6109 2.0967 -0.7656
H -6.5824 -0.4444 -2.5274
H 0.6145 2.3639 -2.7756
H 0.6463 4.5029 0.9298
H -0.6105 1.7259 4.6542
H -3.5219 4.5583 -3.5751
H -2.2232 -0.6615 1.2463
H -0.9820 1.2991 -4.8052
H 1.9451 -4.9133 0.0343
H 2.3957 5.9856 0.0596
H 0.6037 -6.8421 0.8388
H -3.6096 -4.3633 -2.0968
H -0.1124 -3.2610 -3.1195
H -4.3149 -0.1863 -1.5765
H -2.5411 5.2169 3.0942
H 0.7944 -2.5661 -5.2977
H -1.8593 0.6020 -2.6098

=====

No. 3
80
Properties=species:S:1:pos:R:3 method="wB97M-V/def2-TZVPD" lumo_energy_ev="-0.751 / -0.792" homo_energy_ev="-5.860 / -7.718" de_lowest_ev=3.353 homo_lumo_gap_ev="5.109 / 6.926" total_energy_ev=-107410.7006 multiplicity=6
Fe 1.1053 0.0626 -1.2231
S -1.6990 -1.1139 -2.6035
F 0.0625 0.5294 7.9668
F -0.3997 -1.5712 7.9938
F -1.9832 -0.1249 7.7514
O -2.3562 -1.3374 -3.8490
O -0.8881 -2.1428 -2.0274
O -0.6201 0.0946 -2.8061
N 0.5602 2.0250 -1.0073
N 3.0234 -0.9628 -0.3963
N -0.4259 2.7960 -1.4414
N 2.2371 -0.8989 -2.9522
C 3.5329 -4.3706 -2.7300
C 0.2864 -0.6168 0.5325
C 2.7724 -2.0540 -2.4951
C 0.9450 -0.7739 4.0452
C 2.9482 2.5983 1.7359
C -2.2928 3.5428 -4.4522
C -1.5970 -0.2834 5.0421
C -1.0388 2.5082 -2.6181
C 4.1817 -1.9987 1.4136
C 4.0243 -4.3631 -1.4748
C -2.2071 2.3751 -5.2137
C -3.7002 0.5526 -1.7902
C 4.3819 -3.1385 0.6791
C 3.9010 -3.1999 -0.6402
C 1.8876 -1.9655 -5.0651
C 2.4084 -3.1420 -4.5929
C 1.0690 2.4738 0.2246
C 0.1001 -0.6037 1.7379
C 0.2780 3.1184 1.1767
C 0.7414 -0.7151 5.4088
C 3.2535 -2.0647 -1.1341
C -0.1167 -0.5863 3.1531
C -5.5347 1.0553 1.4913
C 1.8337 -0.8606 -4.2108
C -4.5692 1.0398 -0.8332
C -0.7205 -0.4062 7.3967
C -1.0764 1.3210 -3.3740
C 0.8191 3.4750 2.3986
C 2.1539 3.2166 2.6916
C -2.8199 -0.4643 -1.4340
C 3.4689 -0.9359 0.8417
C 2.4106 2.2291 0.5133
C -0.5324 -0.4673 5.9098
C -4.5882 0.5138 0.4577
C -2.8145 -1.0080 -0.1572
C 2.9015 -3.2025 -3.2817
C -1.5983 1.2644 -4.6567
C -1.3885 -0.3438 3.6742
C -1.7238 3.6016 -3.2038
C -3.7097 -0.5159 0.7767
H -5.0385 1.8067 2.1087
H 2.5701 3.5031 3.6473
H 4.8961 -3.9932 1.1011
H -2.2130 -0.1932 2.9905
H 3.9973 2.4220 1.9385
H -5.2469 1.8428 -1.0930
H 3.2269 -0.0528 1.4207
H -0.7605 3.3076 0.9451
H 1.5104 -1.8784 -6.0736
H 4.5352 -1.9183 2.4316
H 1.4520 0.0872 -4.5657
H 1.5693 -0.8560 6.0912
H 4.5123 -5.2393 -1.0669
H -2.1100 -1.7829 0.0960
H -3.7171 -0.9368 1.7748
H 1.9341 -0.9659 3.6498
H 0.1903 3.9531 3.1391
H -1.7428 4.5127 -2.6215
H -3.7108 0.9530 -2.7955
H 2.4544 -4.0232 -5.2203
H -2.7901 4.4158 -4.8544
H -2.6170 2.3262 -6.2121
H -5.8871 0.2644 2.1517
H 3.6145 -5.2531 -3.3511
H 3.0351 1.7732 -0.2486
H -1.5674 0.3278 -5.1918
H -6.3985 1.5270 1.0254
H -2.5854 -0.0902 5.4338